1) Entry from the Open Molecules 2025 dataset: 11 unconnected molecules or ions with the total composition C66H144BF12N10O16S8 (ωB97M-V/def2-TZVPD).

Output
HOMO energy: -10.247 eV
gap between HOMO and LUMO: 7.09 eV

Geometry as ORCA input:
```
! RIJCOSX wB97M-V def2-TZVPD def2/J DEFGRID3
* xyz 1 1
B 0.705 -0.980 1.496
F -0.545 -0.453 1.256
F 1.679 0.090 1.559
F 0.721 -1.703 2.676
F 1.096 -1.822 0.456
C -2.347 -5.009 -5.458
C -3.343 -3.850 -5.245
C -2.611 -2.503 -5.133
C -1.458 -2.499 -4.043
N -1.046 -1.025 -3.607
C 0.194 -0.976 -2.651
C -0.159 0.201 -1.792
C -1.663 0.092 -1.580
C -2.187 -0.311 -2.942
C -0.652 -0.240 -4.793
C 0.565 -0.759 -5.633
C 1.243 0.270 -6.338
H -1.352 -4.804 -5.062
H -2.188 -5.248 -6.509
H -2.758 -5.916 -5.016
H -3.816 -4.007 -4.276
H -4.022 -3.850 -6.098
H -3.254 -1.659 -4.880
H -2.236 -2.246 -6.124
H -0.504 -2.854 -4.432
H -1.671 -2.941 -3.070
H 1.189 -0.883 -3.087
H 0.077 -1.895 -2.077
H 0.124 1.161 -2.225
H 0.357 0.115 -0.836
H -2.141 0.958 -1.122
H -1.877 -0.712 -0.876
H -2.356 0.607 -3.505
H -2.992 -1.021 -2.753
H -0.594 0.798 -4.468
H -1.477 -0.056 -5.481
H 0.320 -1.466 -6.425
H 1.374 -1.311 -5.155
H 1.576 1.059 -5.664
H 0.628 0.852 -7.024
H 2.108 -0.061 -6.913
C -0.672 4.649 2.792
C 0.719 4.042 2.943
C 0.706 2.651 3.320
C 0.732 2.464 4.883
N 0.615 0.986 5.348
C 1.899 0.257 5.018
C 2.945 0.534 6.147
C 2.114 1.197 7.272
C 0.720 0.963 6.934
C -0.705 0.327 4.798
C -2.077 0.967 5.311
C -3.290 0.190 4.886
H -0.606 5.727 2.645
H -1.292 4.462 3.669
H -1.112 4.307 1.855
H 1.189 4.623 3.736
H 1.252 4.251 2.016
H 1.563 2.186 2.834
H -0.219 2.153 3.029
H 0.024 3.103 5.411
H 1.699 2.848 5.209
H 1.621 -0.759 5.296
H 2.329 0.382 4.024
H 3.415 -0.356 6.567
H 3.751 1.206 5.853
H 2.479 0.681 8.159
H 2.267 2.277 7.282
H 0.298 0.071 7.397
H 0.043 1.730 7.311
H -0.670 -0.726 5.077
H -0.558 0.245 3.721
H -2.276 1.959 4.903
H -1.916 1.066 6.384
H -4.213 0.764 4.798
H -3.473 -0.636 5.573
H -3.079 -0.226 3.901
C 7.622 0.875 2.505
C 6.969 -0.067 3.537
C 5.799 -1.093 3.201
C 6.192 -2.245 2.285
N 5.118 -2.654 1.234
C 5.568 -3.819 0.326
C 5.217 -3.581 -1.115
C 4.262 -2.348 -1.048
C 4.722 -1.623 0.211
C 3.840 -3.141 1.992
C 4.180 -4.277 3.006
C 2.858 -5.033 3.097
H 6.850 1.363 1.910
H 8.146 0.181 1.848
H 8.460 1.345 3.019
H 6.447 0.574 4.247
H 7.749 -0.701 3.959
H 4.984 -0.528 2.749
H 5.383 -1.462 4.139
H 6.562 -3.052 2.917
H 7.004 -1.988 1.604
H 5.189 -4.738 0.771
H 6.655 -3.854 0.403
H 4.778 -4.508 -1.484
H 6.110 -3.383 -1.707
H 3.243 -2.718 -0.937
H 4.082 -1.707 -1.912
H 4.025 -0.945 0.703
H 5.673 -1.121 0.030
H 3.265 -3.474 1.128
H 3.404 -2.280 2.498
H 4.536 -3.890 3.961
H 5.002 -4.897 2.648
H 2.580 -5.314 2.081
H 2.037 -4.457 3.523
H 3.054 -5.847 3.795
C 2.950 3.665 -6.402
C 2.624 5.058 -5.733
C 3.499 5.299 -4.554
C 2.677 5.289 -3.293
N 3.571 5.011 -1.986
C 2.584 4.930 -0.821
C 2.145 3.502 -0.825
C 2.987 2.601 -1.766
C 4.157 3.556 -1.917
C 4.688 6.041 -1.788
C 4.137 7.523 -1.771
C 5.363 8.454 -1.433
H 4.000 3.537 -6.665
H 2.424 3.728 -7.355
H 2.606 2.765 -5.893
H 1.568 4.992 -5.472
H 2.580 5.866 -6.463
H 4.111 6.193 -4.675
H 4.194 4.462 -4.476
H 2.114 4.357 -3.334
H 2.070 6.178 -3.124
H 3.219 4.994 0.064
H 1.763 5.645 -0.796
H 2.146 3.127 0.198
H 1.095 3.419 -1.106
H 3.313 1.641 -1.365
H 2.687 2.513 -2.810
H 4.874 3.494 -1.099
H 4.661 3.347 -2.861
H 5.400 5.968 -2.610
H 5.256 5.814 -0.886
H 3.322 7.760 -1.087
H 3.891 7.819 -2.790
H 6.096 8.453 -2.241
H 5.981 8.305 -0.548
H 5.135 9.519 -1.407
C -4.488 -0.034 -7.251
C -5.326 -0.049 -5.981
C -5.146 1.140 -5.069
C -6.325 1.130 -4.007
N -6.100 2.184 -2.860
C -4.769 1.956 -2.037
C -5.141 2.459 -0.631
C -6.516 1.829 -0.554
C -7.190 2.244 -1.862
C -5.972 3.601 -3.396
C -7.094 4.013 -4.322
C -6.675 5.341 -4.960
H -5.010 -0.638 -7.994
H -3.515 -0.453 -6.994
H -4.183 0.886 -7.750
H -5.215 -1.003 -5.467
H -6.353 -0.161 -6.329
H -5.057 2.062 -5.644
H -4.212 1.162 -4.508
H -6.379 0.238 -3.383
H -7.354 1.263 -4.343
H -3.923 2.420 -2.543
H -4.712 0.868 -1.984
H -5.273 3.532 -0.487
H -4.518 2.033 0.155
H -7.123 2.166 0.287
H -6.454 0.751 -0.404
H -7.705 3.195 -1.727
H -7.898 1.458 -2.125
H -5.043 3.561 -3.964
H -5.805 4.192 -2.495
H -8.104 4.051 -3.914
H -7.179 3.382 -5.207
H -5.744 5.384 -5.526
H -6.349 6.082 -4.230
H -7.467 5.820 -5.536
C 1.004 -5.665 -2.888
C 1.372 -5.158 -1.547
C 0.497 -5.748 -0.430
C -1.055 -5.508 -0.583
N -1.910 -6.166 0.596
C -3.379 -5.937 0.195
C -3.867 -7.417 -0.130
C -2.973 -8.288 0.877
C -1.600 -7.658 0.656
C -1.523 -5.635 1.981
C -1.484 -4.049 2.036
C -1.605 -3.365 3.473
H 0.010 -5.495 -3.301
H 1.109 -6.747 -2.815
H 1.760 -5.361 -3.612
H 1.470 -4.089 -1.353
H 2.383 -5.476 -1.290
H 0.703 -5.331 0.556
H 0.771 -6.801 -0.375
H -1.454 -6.018 -1.460
H -1.292 -4.444 -0.582
H -3.863 -5.532 1.083
H -3.539 -5.159 -0.551
H -4.920 -7.578 0.100
H -3.749 -7.690 -1.179
H -3.289 -8.442 1.909
H -3.010 -9.312 0.505
H -0.919 -8.067 1.403
H -1.321 -8.032 -0.329
H -0.560 -6.080 2.229
H -2.381 -5.981 2.558
H -2.260 -3.492 1.510
H -0.604 -3.557 1.623
H -2.385 -3.730 4.141
H -1.632 -2.284 3.339
H -0.683 -3.704 3.946
N 5.636 4.834 5.531
S 5.248 4.331 3.955
O 4.877 2.966 3.723
O 5.847 5.001 2.815
F 3.733 4.906 3.861
S 6.987 4.186 5.468
O 7.985 4.824 4.618
O 7.181 2.765 5.729
F 7.340 4.800 6.879
N 1.181 -2.267 8.266
S 2.464 -2.407 9.008
O 3.706 -1.743 8.456
O 2.611 -3.607 9.768
F 2.108 -1.286 10.208
S 1.415 -3.398 7.158
O 0.831 -4.704 7.561
O 2.646 -3.455 6.420
F 0.385 -2.892 6.018
N -5.837 3.298 2.548
S -6.560 4.495 2.931
O -6.222 5.738 2.222
O -7.183 4.423 4.245
F -7.865 4.010 2.124
S -4.336 3.764 3.062
O -4.112 3.693 4.503
O -3.608 4.767 2.323
F -3.580 2.430 2.541
N -5.427 -1.467 -1.763
S -6.143 -2.750 -2.020
O -7.593 -2.857 -1.614
O -5.423 -4.025 -1.999
F -6.207 -2.609 -3.590
S -4.943 -1.899 -0.276
O -3.683 -2.557 -0.239
O -6.009 -2.091 0.760
F -4.336 -0.410 0.070
*
```

Atomic partial charges in e from the Löwdin method, atoms 1 to 4: B -1.34; F 0.15; F 0.05; F 0.14


2) Entry from the Open Molecules 2025 dataset: 11 unconnected molecules or ions with the total composition C66H144BF12N10O16S8 (ωB97M-V/def2-TZVPD).

Output
HOMO energy: -7.725 eV
gap between HOMO and LUMO: 5.36 eV

Geometry as ORCA input:
```
! RIJCOSX wB97M-V def2-TZVPD def2/J DEFGRID3
* xyz 1 1
B 9.182 5.043 -3.925
F 8.681 3.812 -3.794
F 8.098 5.825 -3.869
F 10.008 5.274 -2.874
F 9.781 5.230 -5.169
C 17.197 -5.188 -3.299
C 16.599 -4.286 -2.247
C 15.091 -4.012 -2.400
C 14.803 -2.844 -3.429
N 13.338 -2.637 -3.655
C 12.612 -3.926 -4.298
C 11.817 -3.452 -5.527
C 12.496 -2.164 -6.040
C 13.103 -1.512 -4.768
C 12.555 -2.303 -2.334
C 13.026 -1.102 -1.515
C 12.006 -0.629 -0.499
H 18.260 -5.430 -3.291
H 16.948 -4.708 -4.246
H 16.802 -6.204 -3.321
H 17.146 -3.362 -2.433
H 16.658 -4.762 -1.268
H 14.945 -3.638 -1.387
H 14.551 -4.934 -2.618
H 15.052 -3.196 -4.430
H 15.308 -1.885 -3.315
H 11.974 -4.406 -3.556
H 13.440 -4.554 -4.628
H 10.765 -3.213 -5.369
H 11.954 -4.159 -6.345
H 11.843 -1.509 -6.616
H 13.282 -2.295 -6.784
H 12.497 -0.699 -4.369
H 14.056 -1.008 -4.923
H 12.334 -3.198 -1.753
H 11.530 -2.073 -2.627
H 13.061 -0.177 -2.090
H 13.960 -1.307 -0.992
H 11.683 -1.330 0.271
H 11.112 -0.419 -1.086
H 12.282 0.280 0.035
C -1.270 5.638 10.340
C -0.302 4.962 11.317
C -0.818 4.852 12.800
C -1.108 6.231 13.299
N -1.230 6.357 14.832
C -1.965 7.742 15.220
C -3.376 7.513 15.657
C -3.123 6.171 16.343
C -2.269 5.329 15.402
C 0.144 6.124 15.568
C 1.170 7.257 15.201
C 2.247 7.394 16.258
H -1.374 6.640 10.754
H -2.077 4.908 10.408
H -0.788 5.526 9.368
H 0.664 5.457 11.425
H -0.061 3.981 10.907
H -0.053 4.315 13.360
H -1.755 4.309 12.918
H -2.011 6.674 12.880
H -0.246 6.776 12.915
H -1.454 8.032 16.138
H -1.698 8.544 14.532
H -3.678 8.266 16.384
H -3.973 7.630 14.753
H -2.566 6.345 17.264
H -3.991 5.593 16.660
H -1.783 4.423 15.764
H -3.042 5.058 14.682
H 0.521 5.116 15.393
H -0.224 6.262 16.585
H 0.667 8.155 14.842
H 1.640 6.888 14.289
H 2.763 6.464 16.499
H 1.737 7.785 17.138
H 3.078 7.951 15.825
C -18.387 -2.333 -4.407
C -17.488 -3.495 -4.319
C -16.318 -3.412 -5.296
C -15.592 -4.791 -5.432
N -14.351 -4.792 -6.421
C -14.795 -4.873 -7.818
C -15.493 -6.221 -7.986
C -14.665 -7.208 -7.207
C -13.702 -6.221 -6.389
C -13.244 -3.641 -6.172
C -12.838 -3.552 -4.679
C -11.508 -2.891 -4.488
H -17.870 -1.374 -4.412
H -19.050 -2.366 -3.543
H -18.925 -2.298 -5.354
H -18.068 -4.413 -4.413
H -16.973 -3.432 -3.360
H -15.700 -2.596 -4.921
H -16.515 -3.280 -6.360
H -16.358 -5.517 -5.707
H -15.023 -4.996 -4.525
H -13.970 -4.736 -8.517
H -15.581 -4.128 -7.941
H -15.514 -6.325 -9.070
H -16.522 -6.100 -7.647
H -14.203 -7.905 -7.906
H -15.119 -7.870 -6.470
H -12.789 -6.143 -6.978
H -13.430 -6.467 -5.362
H -13.800 -2.784 -6.550
H -12.349 -3.879 -6.748
H -12.881 -4.545 -4.230
H -13.494 -2.960 -4.041
H -11.109 -2.893 -3.474
H -11.634 -1.840 -4.751
H -10.760 -3.194 -5.221
C 3.740 6.141 -10.048
C 3.815 7.198 -8.897
C 4.365 8.603 -9.414
C 4.281 9.725 -8.396
N 5.201 10.918 -8.690
C 4.784 12.012 -7.698
C 5.667 11.870 -6.495
C 7.051 11.544 -7.011
C 6.683 10.667 -8.197
C 5.083 11.416 -10.150
C 3.749 11.967 -10.649
C 3.638 12.593 -11.954
H 4.348 6.468 -10.891
H 2.765 5.764 -10.356
H 4.295 5.330 -9.577
H 4.403 6.918 -8.022
H 2.788 7.285 -8.540
H 3.842 8.877 -10.330
H 5.437 8.559 -9.608
H 4.407 9.397 -7.364
H 3.254 10.077 -8.482
H 5.046 12.877 -8.307
H 3.708 12.111 -7.557
H 5.727 12.885 -6.102
H 5.355 11.087 -5.803
H 7.481 12.491 -7.337
H 7.689 10.978 -6.332
H 7.430 10.559 -8.984
H 6.633 9.661 -7.780
H 5.463 10.541 -10.678
H 5.851 12.167 -10.336
H 3.507 12.667 -9.850
H 2.960 11.215 -10.688
H 3.614 11.788 -12.688
H 4.386 13.385 -11.981
H 2.686 13.080 -12.165
C -6.420 -15.892 -0.423
C -5.108 -15.307 -0.003
C -5.042 -13.855 -0.273
C -3.687 -13.277 0.212
N -3.440 -11.712 0.263
C -1.956 -11.555 0.836
C -2.043 -10.586 2.034
C -3.494 -10.699 2.539
C -4.370 -10.907 1.307
C -3.612 -11.305 -1.212
C -3.370 -9.843 -1.592
C -3.310 -9.600 -3.072
H -7.236 -15.620 0.246
H -6.300 -16.971 -0.324
H -6.600 -15.584 -1.453
H -4.323 -15.860 -0.518
H -5.169 -15.433 1.078
H -5.827 -13.176 0.061
H -5.041 -13.802 -1.362
H -2.820 -13.801 -0.192
H -3.598 -13.587 1.253
H -1.438 -11.022 0.039
H -1.517 -12.510 1.125
H -1.897 -9.589 1.617
H -1.188 -10.824 2.668
H -3.798 -9.796 3.068
H -3.591 -11.486 3.288
H -4.640 -9.994 0.777
H -5.246 -11.508 1.551
H -4.630 -11.629 -1.426
H -3.006 -11.932 -1.866
H -2.524 -9.508 -0.992
H -4.234 -9.257 -1.280
H -4.160 -10.130 -3.503
H -2.439 -9.939 -3.633
H -3.548 -8.604 -3.445
C -1.957 0.442 1.962
C -2.245 -0.546 0.907
C -0.991 -0.720 -0.005
C -0.589 0.634 -0.788
N 0.865 0.722 -1.357
C 1.067 2.117 -2.041
C 1.544 2.866 -0.825
C 2.579 1.992 -0.069
C 1.782 0.616 -0.178
C 1.249 -0.259 -2.509
C 0.172 -0.271 -3.689
C 0.726 -0.834 -5.020
H -1.124 0.060 2.553
H -2.806 0.589 2.630
H -1.599 1.414 1.624
H -3.164 -0.183 0.447
H -2.488 -1.526 1.317
H -1.127 -1.445 -0.807
H -0.200 -1.169 0.596
H -0.837 1.515 -0.196
H -1.232 0.814 -1.650
H 1.716 2.043 -2.914
H 0.134 2.484 -2.468
H 2.033 3.750 -1.234
H 0.710 3.120 -0.170
H 3.481 1.809 -0.653
H 2.781 2.322 0.950
H 2.527 -0.154 -0.378
H 1.211 0.395 0.723
H 1.441 -1.302 -2.257
H 2.231 0.045 -2.871
H -0.083 0.775 -3.858
H -0.803 -0.601 -3.330
H 0.956 -1.898 -4.964
H 1.658 -0.297 -5.194
H -0.026 -0.622 -5.780
N -4.659 5.856 -0.558
S -5.829 6.134 0.742
O -6.739 5.135 1.191
O -6.388 7.501 0.793
F -4.730 6.056 1.951
S -5.708 5.265 -1.572
O -6.817 6.177 -1.905
O -5.912 3.843 -1.486
F -4.653 5.402 -2.825
N -8.567 -0.014 12.878
S -8.418 0.953 11.684
O -7.472 2.065 11.807
O -9.554 1.074 10.816
F -7.531 -0.101 10.847
S -8.925 1.081 13.992
O -9.521 2.386 13.685
O -8.093 1.059 15.206
F -10.258 0.342 14.495
N 4.317 -5.319 0.816
S 5.283 -5.472 1.983
O 6.404 -4.550 1.908
O 5.562 -6.721 2.677
F 4.247 -4.748 3.027
S 5.220 -6.363 -0.160
O 5.292 -7.794 0.213
O 6.344 -5.738 -0.817
F 4.168 -6.411 -1.311
N 8.584 4.835 9.501
S 7.403 5.056 10.281
O 6.325 4.089 10.228
O 7.106 6.485 10.488
F 8.145 4.609 11.562
S 7.828 5.211 8.017
O 8.514 6.209 7.195
O 6.428 5.016 7.729
F 8.294 3.832 7.363
*
```

Atomic partial charges in e from the Löwdin method, atoms 1 to 4: B -1.51; F 0.14; F 0.14; F 0.14


Of them, 1) has the highest stability.